[1]
{
  "formula": "C51H105F24N10O27S8",
  "method": "the ωB97M-V functional and the def2-TZVPD basis",
  "species": ["C", "O", "C", "C", "N", "H", "H", "C", "C", "O", "C", "H", "H", "H", "H", "H", "H", "H", "H", "H", "H", "H", "H", "H", "H", "C", "O", "C", "C", "N", "H", "H", "C", "C", "O", "C", "H", "H", "H", "H", "H", "H", "H", "H", "H", "H", "H", "H", "H", "H", "C", "O", "C", "C", "N", "H", "H", "C", "C", "O", "C", "H", "H", "H", "H", "H", "H", "H", "H", "H", "H", "H", "H", "H", "H", "C", "O", "C", "C", "N", "H", "H", "C", "C", "O", "C", "H", "H", "H", "H", "H", "H", "H", "H", "H", "H", "H", "H", "H", "H", "C", "C", "C", "C", "N", "C", "C", "C", "C", "C", "H", "H", "H", "H", "H", "H", "H", "H", "H", "H", "H", "H", "H", "H", "H", "H", "H", "H", "H", "H", "C", "C", "C", "C", "N", "C", "C", "C", "C", "C", "H", "H", "H", "H", "H", "H", "H", "H", "H", "H", "H", "H", "H", "H", "H", "H", "H", "H", "H", "H", "O", "C", "O", "O", "H", "C", "F", "F", "F", "S", "O", "O", "N", "S", "O", "O", "C", "F", "F", "F", "C", "F", "F", "F", "S", "O", "O", "N", "S", "O", "O", "C", "F", "F", "F", "C", "F", "F", "F", "S", "O", "O", "N", "S", "O", "O", "C", "F", "F", "F", "C", "F", "F", "F", "S", "O", "O", "N", "S", "O", "O", "C", "F", "F", "F"],
  "xyz": [[14.377, 15.707, 10.766], [14.095, 15.453, 12.162], [13.630, 16.639, 12.732], [13.750, 16.545, 14.299], [15.073, 16.095, 14.759], [14.832, 15.877, 16.436], [15.303, 15.264, 14.237], [16.030, 17.147, 14.387], [17.454, 16.758, 14.836], [18.028, 15.646, 14.201], [18.611, 15.800, 12.877], [13.692, 16.491, 10.493], [14.111, 14.797, 10.245], [15.373, 16.104, 10.633], [12.552, 16.726, 12.508], [14.086, 17.546, 12.340], [13.013, 15.843, 14.638], [13.592, 17.514, 14.805], [15.709, 18.088, 14.901], [16.126, 17.392, 13.339], [17.403, 16.569, 15.907], [18.077, 17.601, 14.619], [17.901, 16.044, 12.070], [19.114, 14.883, 12.565], [19.384, 16.599, 12.833], [26.731, 17.896, 18.549], [26.032, 19.111, 18.784], [26.909, 20.174, 18.917], [26.114, 21.374, 19.385], [24.718, 21.056, 19.812], [23.956, 21.503, 19.247], [24.604, 20.064, 19.589], [24.507, 21.370, 21.278], [24.489, 22.853, 21.567], [23.803, 23.519, 20.509], [23.701, 24.971, 20.644], [25.972, 17.210, 18.430], [27.399, 17.728, 19.413], [27.238, 18.039, 17.651], [27.356, 20.449, 17.983], [27.706, 20.053, 19.664], [25.939, 22.070, 18.523], [26.654, 21.886, 20.205], [25.291, 20.888, 21.877], [23.561, 20.861, 21.627], [25.568, 23.076, 21.577], [24.019, 22.985, 22.572], [23.272, 25.163, 21.617], [22.992, 25.346, 19.891], [24.701, 25.467, 20.622], [19.068, 11.013, 13.179], [19.180, 11.755, 14.380], [17.997, 12.338, 14.921], [18.365, 13.278, 16.050], [19.818, 13.841, 15.848], [20.421, 13.014, 15.924], [19.881, 14.248, 14.913], [20.256, 15.021, 16.734], [21.442, 15.817, 16.260], [21.169, 15.876, 14.864], [22.255, 16.427, 14.171], [18.043, 10.687, 12.942], [19.791, 10.190, 13.164], [19.363, 11.618, 12.308], [17.430, 11.576, 15.372], [17.432, 12.825, 14.138], [18.321, 12.897, 17.069], [17.676, 14.096, 16.038], [20.374, 14.723, 17.765], [19.350, 15.568, 16.788], [22.431, 15.417, 16.440], [21.254, 16.739, 16.687], [23.143, 15.843, 14.374], [22.468, 17.426, 14.377], [22.064, 16.250, 13.100], [21.061, 19.206, 26.317], [21.554, 19.057, 24.966], [22.084, 17.773, 24.650], [20.953, 16.715, 24.252], [20.377, 17.043, 22.899], [21.143, 17.076, 22.273], [19.841, 16.168, 22.642], [19.525, 18.261, 22.654], [18.496, 18.005, 21.503], [19.084, 18.139, 20.258], [18.232, 17.596, 19.240], [20.360, 18.347, 26.528], [20.514, 20.154, 26.334], [21.927, 19.209, 27.017], [22.739, 17.448, 25.420], [22.780, 17.911, 23.823], [20.108, 16.790, 24.916], [21.292, 15.676, 24.214], [20.242, 19.039, 22.403], [18.950, 18.444, 23.600], [17.559, 18.590, 21.618], [18.145, 16.969, 21.649], [17.214, 17.949, 19.484], [18.381, 16.487, 19.307], [18.605, 17.954, 18.248], [12.358, 18.237, 17.859], [12.375, 17.651, 19.238], [11.834, 16.207, 19.206], [11.489, 15.593, 20.563], [10.756, 14.272, 20.572], [11.607, 13.327, 19.676], [10.855, 13.076, 18.393], [9.406, 13.098, 18.871], [9.374, 14.206, 19.886], [10.687, 13.787, 21.990], [11.350, 18.457, 17.531], [12.929, 17.546, 17.223], [12.945, 19.137, 17.920], [11.664, 18.211, 19.843], [13.449, 17.611, 19.636], [12.481, 15.545, 18.647], [10.884, 16.139, 18.655], [10.787, 16.287, 21.047], [12.307, 15.411, 21.230], [11.660, 12.483, 20.327], [12.612, 13.682, 19.606], [11.042, 12.097, 17.911], [11.104, 13.894, 17.748], [9.137, 12.181, 19.381], [8.655, 13.388, 18.159], [8.600, 14.186, 20.598], [9.135, 15.216, 19.466], [10.200, 12.826, 22.061], [10.234, 14.525, 22.647], [11.683, 13.597, 22.332], [19.714, 21.478, 20.234], [18.377, 21.347, 19.604], [18.546, 21.638, 18.069], [17.250, 21.099, 17.350], [17.265, 21.706, 15.980], [17.300, 23.221, 15.839], [15.857, 23.680, 16.025], [15.123, 22.658, 15.098], [15.916, 21.354, 15.295], [18.426, 21.108, 15.216], [19.578, 21.378, 21.284], [20.258, 22.421, 20.031], [20.308, 20.638, 19.853], [17.559, 22.001, 19.995], [17.997, 20.300, 19.755], [19.457, 21.241, 17.721], [18.562, 22.727, 17.854], [16.431, 21.481, 17.927], [17.128, 20.082, 17.000], [17.574, 23.407, 14.830], [18.008, 23.771, 16.490], [15.671, 24.722, 15.794], [15.548, 23.525, 17.079], [15.276, 22.971, 14.024], [14.052, 22.595, 15.285], [16.094, 20.892, 14.370], [15.382, 20.629, 15.957], [18.222, 20.064, 15.197], [19.321, 21.261, 15.815], [18.602, 21.642, 14.273], [15.013, 15.063, 19.346], [15.537, 15.303, 18.132], [16.673, 15.104, 17.892], [14.572, 15.913, 17.424], [15.635, 14.684, 19.989], [25.155, 16.798, 21.785], [25.969, 17.883, 21.784], [25.743, 15.720, 21.267], [24.965, 16.553, 23.089], [23.670, 17.217, 20.858], [23.072, 18.368, 21.414], [23.989, 17.278, 19.458], [22.675, 16.031, 21.317], [22.028, 14.831, 20.612], [20.611, 15.135, 20.587], [22.683, 14.268, 19.435], [22.074, 13.357, 21.788], [23.304, 12.934, 21.967], [21.495, 13.687, 23.026], [21.275, 12.402, 21.248], [24.154, 20.472, 14.188], [22.893, 20.258, 13.722], [25.002, 19.703, 13.474], [24.468, 21.766, 14.060], [24.593, 19.984, 15.937], [24.060, 18.675, 16.096], [25.970, 20.191, 16.110], [23.847, 21.159, 16.811], [22.379, 21.425, 17.176], [21.362, 20.588, 16.661], [22.340, 21.581, 18.606], [22.136, 23.167, 16.474], [23.025, 23.870, 17.166], [22.153, 23.223, 15.170], [20.898, 23.574, 16.875], [15.553, 12.321, 23.359], [16.818, 12.273, 23.699], [15.156, 11.373, 22.547], [14.860, 12.190, 24.502], [15.218, 13.908, 22.535], [16.148, 13.935, 21.430], [13.877, 13.680, 22.088], [15.360, 15.005, 23.607], [16.357, 16.142, 23.978], [17.710, 15.711, 24.291], [16.216, 17.275, 23.092], [15.547, 16.679, 25.661], [14.884, 17.769, 25.484], [14.763, 15.681, 26.046], [16.453, 16.881, 26.581], [18.596, 19.892, 10.831], [19.131, 18.606, 10.586], [19.550, 20.623, 11.372], [18.231, 20.311, 9.675], [17.083, 19.728, 11.948], [16.293, 18.792, 11.163], [17.716, 19.209, 13.124], [16.306, 21.053, 12.203], [15.522, 22.013, 11.171], [14.443, 22.628, 11.837], [16.468, 22.756, 10.408], [14.623, 21.079, 9.894], [13.932, 21.940, 9.063], [15.498, 20.346, 9.143], [13.685, 20.291, 10.397]],
  "total_charge": 1,
  "fmax_ha_per_bohr": 0.07898,
  "lumo_ev": -1.52,
  "spin_multiplicity": 1,
  "homo_energy_ev": -11.40
}

***

[2]
{
  "formula": "C8H20N2O7PS2",
  "method": "the ωB97M-V functional and the def2-TZVPD basis",
  "species": ["N", "P", "O", "S", "O", "O", "N", "S", "O", "O", "H", "H", "H", "H", "C", "C", "C", "O", "C", "H", "H", "H", "H", "H", "H", "H", "H", "C", "C", "C", "O", "C", "H", "H", "H", "H", "H", "H", "H", "H"],
  "xyz": [[-3.245, 2.199, -5.052], [-2.300, 2.852, -3.769], [-0.967, 3.141, -4.682], [-1.685, 0.918, -2.831], [-2.657, -0.077, -3.225], [-0.289, 0.666, -3.165], [-1.826, 1.172, -1.262], [-0.702, 2.118, -0.677], [-0.780, 2.111, 0.761], [-0.625, 3.405, -1.347], [-4.203, 2.118, -4.723], [-3.237, 2.873, -5.815], [-0.233, 3.300, -4.061], [0.458, 1.513, -1.012], [-0.921, 0.266, 4.385], [0.551, 0.243, 4.791], [0.983, -1.132, 4.294], [0.194, -1.409, 3.144], [-0.880, -0.456, 3.047], [-1.337, 1.269, 4.299], [-1.518, -0.295, 5.110], [1.097, 1.026, 4.261], [0.716, 0.374, 5.861], [0.794, -1.901, 5.055], [2.039, -1.174, 4.018], [-0.672, 0.237, 2.230], [-1.802, -0.991, 2.818], [0.852, -2.174, -0.505], [1.545, -2.440, -1.840], [2.550, -1.299, -1.891], [2.912, -1.018, -0.533], [2.012, -1.689, 0.354], [0.358, -3.049, -0.085], [0.108, -1.384, -0.622], [2.062, -3.405, -1.815], [0.866, -2.433, -2.691], [2.088, -0.407, -2.325], [3.454, -1.538, -2.455], [2.537, -2.532, 0.822], [1.700, -0.998, 1.138]],
  "total_charge": -1,
  "fmax_ha_per_bohr": 0.00787,
  "lumo_ev": 3.01,
  "spin_multiplicity": 1,
  "homo_energy_ev": -5.02
}

***

[3]
{
  "formula": "C7H21O6",
  "method": "the ωB97M-V functional and the def2-TZVPD basis",
  "species": ["C", "O", "C", "C", "C", "C", "C", "C", "H", "H", "H", "H", "H", "H", "H", "H", "H", "H", "H", "H", "H", "O", "H", "H", "O", "H", "H", "O", "H", "H", "O", "H", "H", "O"],
  "xyz": [[0.223, 0.885, -2.479], [1.173, 1.634, -1.799], [0.412, -0.621, -2.225], [-0.725, -1.261, -1.430], [-0.488, -1.039, 0.051], [-0.409, -2.047, 0.918], [-0.173, -1.832, 2.353], [-0.679, -0.819, 3.022], [-0.839, 1.243, -2.246], [0.446, 1.190, -3.594], [1.386, -0.729, -1.727], [0.456, -1.146, -3.225], [-0.848, -2.313, -1.640], [-1.699, -0.729, -1.653], [-0.402, 0.016, 0.399], [-0.466, -3.102, 0.566], [0.446, -2.556, 2.763], [-1.282, -0.045, 2.637], [-0.519, -0.695, 4.072], [2.971, -1.010, 0.156], [1.985, -2.135, 0.575], [2.902, -1.995, 0.219], [2.078, 1.112, 0.443], [2.663, 0.899, -0.855], [2.905, 0.654, 0.025], [0.993, 2.896, 0.751], [0.865, 1.809, -0.810], [0.668, 2.009, 0.615], [-0.699, 2.117, 0.963], [-1.704, 2.018, 2.172], [-1.694, 2.238, 1.297], [-3.251, 0.730, -0.765], [-3.007, 1.510, 0.505], [-3.688, 1.117, -0.057]],
  "relative_energy_kcal_mol": 0.00,
  "total_charge": -1,
  "fmax_ha_per_bohr": 0.07057,
  "lumo_ev": 3.45,
  "spin_multiplicity": 1,
  "homo_energy_ev": -5.92
}

***

[4]
{
  "formula": "C3H7N3O",
  "method": "the ωB97M-V functional and the def2-TZVPD basis",
  "species": ["C", "C", "C", "N", "N", "N", "O", "H", "H", "H", "H", "H", "H", "H"],
  "xyz": [[0.113, -0.416, -1.523], [-1.089, -0.272, 0.504], [0.874, 0.439, -0.745], [-0.413, -1.082, 1.415], [-0.307, 1.078, 0.354], [2.081, 0.488, -0.385], [-2.279, -0.280, 0.302], [0.566, -1.239, 1.216], [-0.913, -1.949, 1.559], [0.111, 1.431, 1.210], [-0.912, 1.773, -0.074], [2.351, 1.261, 0.214], [0.626, -1.177, -2.094], [-0.810, -0.055, -1.953]],
  "relative_energy_kcal_mol": 77.23,
  "total_charge": 0,
  "fmax_ha_per_bohr": 0.03232,
  "lumo_ev": 0.42,
  "spin_multiplicity": 1,
  "homo_energy_ev": -7.46
}

***

[5]
{
  "formula": "C18H67HgO18",
  "method": "the ωB97M-V functional and the def2-TZVPD basis",
  "species": ["Hg", "C", "C", "O", "O", "H", "H", "H", "C", "O", "H", "H", "H", "H", "C", "O", "H", "H", "H", "H", "C", "O", "H", "H", "H", "H", "C", "O", "H", "H", "H", "H", "C", "O", "H", "H", "H", "H", "C", "O", "H", "H", "H", "H", "C", "O", "H", "H", "H", "H", "C", "O", "H", "H", "H", "H", "C", "O", "H", "H", "H", "H", "C", "O", "H", "H", "H", "H", "C", "O", "H", "H", "H", "H", "C", "O", "H", "H", "H", "H", "C", "O", "H", "H", "H", "H", "C", "O", "H", "H", "H", "H", "C", "O", "H", "H", "H", "H", "C", "O", "H", "H", "H", "H"],
  "xyz": [[0.286, 0.198, -0.191], [1.319, -3.128, 2.473], [1.013, -1.912, 1.555], [0.899, -0.731, 1.965], [0.941, -2.059, 0.318], [2.156, -2.855, 3.115], [1.633, -4.021, 1.932], [0.417, -3.384, 3.030], [-2.465, -4.087, 1.721], [-3.166, -2.865, 1.742], [-1.392, -3.935, 1.600], [-2.630, -4.537, 2.700], [-2.784, -4.737, 0.907], [-4.083, -3.095, 1.907], [2.112, 4.535, -3.268], [1.885, 4.362, -1.859], [2.268, 5.574, -3.555], [2.992, 3.978, -3.591], [1.234, 4.164, -3.795], [2.675, 4.585, -1.362], [-1.097, 1.998, 2.601], [-1.341, 1.642, 1.283], [-1.669, 1.379, 3.293], [-0.056, 1.866, 2.897], [-1.370, 3.032, 2.809], [-2.231, 1.960, 1.115], [1.532, 1.211, -4.780], [2.748, 1.389, -4.130], [1.304, 0.161, -4.963], [0.672, 1.529, -4.191], [1.540, 1.694, -5.757], [3.425, 1.109, -4.751], [2.659, -4.610, -1.065], [1.284, -4.356, -1.118], [3.017, -5.234, -1.884], [3.151, -3.639, -1.019], [2.760, -5.265, -0.200], [1.057, -3.680, -0.475], [-2.134, -1.249, 4.843], [-1.064, -1.818, 5.643], [-2.134, -0.182, 5.063], [-1.995, -1.322, 3.764], [-3.127, -1.571, 5.158], [-0.236, -1.367, 5.461], [1.957, 3.249, 1.179], [1.811, 1.843, 1.062], [1.130, 3.865, 0.827], [1.986, 3.394, 2.259], [2.878, 3.591, 0.707], [2.408, 1.452, 1.704], [-2.222, 1.665, -4.962], [-2.512, 1.024, -3.755], [-1.923, 0.983, -5.758], [-3.070, 2.199, -5.392], [-1.417, 2.399, -4.920], [-3.222, 1.503, -3.322], [-1.038, 2.996, -1.602], [0.172, 2.324, -1.445], [-1.847, 2.278, -1.469], [-1.280, 3.734, -0.838], [-1.096, 3.533, -2.549], [0.789, 3.052, -1.553], [-0.239, -1.435, -3.024], [-0.566, -0.282, -2.316], [0.632, -1.935, -2.602], [-1.130, -2.062, -3.054], [-0.053, -1.147, -4.058], [-1.363, 0.003, -2.769], [3.681, 0.071, -1.116], [2.338, 0.270, -1.564], [4.055, 1.065, -0.867], [3.615, -0.531, -0.210], [4.243, -0.575, -1.791], [2.452, 0.539, -2.478], [4.808, 0.291, 2.416], [4.025, 1.438, 2.854], [5.341, 0.461, 1.481], [5.553, 0.015, 3.162], [4.185, -0.561, 2.144], [4.625, 2.056, 3.276], [-3.124, -4.135, -2.195], [-4.365, -4.033, -1.452], [-3.281, -3.824, -3.228], [-2.388, -3.444, -1.784], [-2.767, -5.165, -2.172], [-4.604, -4.824, -0.963], [-3.236, -0.494, -0.436], [-2.019, -0.950, 0.132], [-3.150, 0.521, -0.826], [-3.637, -1.211, -1.152], [-3.920, -0.524, 0.412], [-2.287, -1.623, 0.762], [2.337, -0.567, 5.331], [1.051, -0.433, 4.767], [2.795, -1.479, 4.947], [2.894, 0.364, 5.221], [2.301, -0.908, 6.365], [1.165, -0.266, 3.829], [-4.152, 3.645, 0.906], [-3.884, 2.306, 1.197], [-5.095, 3.921, 1.378], [-3.300, 4.255, 1.205], [-4.310, 3.506, -0.163], [-4.732, 1.872, 1.314]],
  "relative_energy_kcal_mol": 0.00,
  "total_charge": 1,
  "fmax_ha_per_bohr": 0.04231,
  "lumo_ev": -1.87,
  "spin_multiplicity": 1,
  "homo_energy_ev": -10.99
}